[1]
This record from the OMol25 dataset describes a molecular structure, C38H42CoN6. The level of theory is ωB97M-V with the def2-TZVPD basis set.

XYZ file:
```
87
Properties=species:S:1:pos:R:3:lowdin_spin:R:1
Co -0.23737 0.35528 -0.47946 2.75
N 1.13782 0.67047 -2.11195 0.04
N 0.22494 2.34910 0.25782 0.04
N 0.55954 -1.70980 -0.15011 0.04
N -1.37689 1.75773 -1.76623 0.05
N -0.16992 -0.15632 1.92832 0.16
N -2.30063 -0.44650 -0.48061 0.03
C 1.09886 1.08099 3.57271 0.10
C -1.28972 2.46858 4.20800 0.04
C -2.65066 1.08295 2.61982 0.01
C -0.01520 -1.40694 2.14026 0.03
C -0.53280 4.61016 0.34866 0.00
C 0.70243 1.46893 -3.09717 0.00
C 2.53048 -3.97059 -3.11089 0.00
C -1.36109 1.50283 3.23734 0.09
C -4.37891 -0.44055 -1.67507 0.00
C 2.57551 0.92995 -4.47685 0.00
C -0.08719 -2.02698 3.49141 0.01
C -4.07153 -1.94219 0.14556 0.00
C 3.06520 0.15551 -3.43635 0.00
C -0.69005 3.28814 -0.02832 0.00
C -0.82694 -2.29977 -2.65715 0.00
C -0.07979 2.73952 4.86435 0.24
C 1.21813 -2.51058 -1.16741 0.00
C 0.31148 -2.29963 0.95734 0.00
C 1.58548 4.01925 1.28599 0.00
C 0.61895 4.98075 1.02393 0.00
C 2.52577 -2.94010 -0.92106 0.00
C 1.23555 -3.52661 -3.33033 0.00
C -1.85402 2.81262 -0.85995 0.00
C 3.31096 -2.63280 0.32635 0.00
C 1.37755 1.60349 -4.29907 0.00
C 2.31199 0.04778 -2.28487 0.01
C 1.09462 2.04148 4.55232 0.03
C 1.34456 2.71872 0.88708 0.01
C -2.80757 -1.41559 0.29666 0.00
C -0.49333 2.33222 -2.80074 0.00
C -3.08890 0.02493 -1.45870 0.00
C 0.56353 -2.77646 -2.37272 0.00
C -0.15297 0.79990 2.90714 0.24
C -2.49522 1.04527 -2.38951 0.00
C 3.16784 -3.66761 -1.92122 0.00
C 0.37638 -3.76964 1.21280 0.00
C -4.88165 -1.43964 -0.86638 0.00
C 2.34213 0.32591 3.22812 0.01
H -0.89004 -1.21091 -2.58340 0.00
H 2.65324 -0.56142 -1.46202 0.00
H -1.28476 5.34099 0.09188 0.00
H -1.56430 -2.72591 -1.97579 0.00
H 4.29092 -2.23787 0.05939 0.00
H 2.33921 -0.06629 2.21272 0.00
H -1.11126 -2.56954 -3.67181 0.00
H -5.88234 -1.81888 -1.01473 0.00
H -0.91624 -2.73755 3.52155 0.00
H -2.55891 0.91754 1.54910 0.00
H 3.12284 1.02157 -5.40382 0.00
H 0.77461 6.01007 1.31303 0.00
H 4.18276 -3.99972 -1.75443 0.00
H 4.00527 -0.36882 -3.51464 0.00
H 0.81511 -2.60766 3.68654 0.00
H 2.00137 2.27612 5.09067 0.00
H 2.51777 4.27676 1.76616 0.00
H 1.23673 -4.03740 1.82626 0.00
H -0.51691 -4.08894 1.74957 0.00
H -2.17682 3.00830 4.50611 0.00
H 3.21162 0.97073 3.34214 0.00
H -2.17254 -1.78808 1.08286 0.00
H 2.48010 -0.51186 3.91637 0.01
H 0.44377 -4.31650 0.27628 0.00
H -0.12013 3.29782 -2.44745 0.00
H -4.97236 -0.02194 -2.47544 0.00
H 3.48471 -3.53376 0.91493 0.00
H -0.23450 -1.29526 4.28256 0.00
H -2.64349 2.39319 -0.23322 0.00
H -3.42196 1.82451 2.81252 0.00
H 0.97637 2.23863 -5.07555 0.00
H -2.29680 3.64783 -1.41444 0.00
H -1.05408 2.54349 -3.71615 0.00
H -0.05636 3.49340 5.63835 0.01
H 3.04056 -4.55030 -3.86570 0.00
H -2.11410 0.52562 -3.27488 0.00
H 2.83527 -1.89900 0.97655 0.00
H -2.98431 0.13837 3.05526 0.01
H 2.07555 1.93788 1.05493 0.00
H -4.41623 -2.72362 0.80406 0.00
H 0.73185 -3.76529 -4.25612 0.00
H -3.26857 1.73953 -2.74007 0.00
```

Output
* LUMO energy (spin up / spin down): -9.1467 / -11.8581 eV
* <S²>: 6.02
* E_HOMO (spin up / spin down): -16.2 / -16.2 eV
* spin multiplicity: 5
* energy above the lowest of the compared OMol25 structures with the same formula, charge and spin: 0.0000 eV
* frontier orbital gap (spin up / spin down): 7.047 / 4.334 eV
* net charge: +3
* strongest force on any atom: 0.509 eV Å⁻¹

[2]
This record from the OMol25 dataset describes a molecular structure, C38H43As2N5O9S2Zn. The level of theory is ωB97M-V with the def2-TZVPD basis set.

XYZ file:
```
100
Properties=species:S:1:pos:R:3:lowdin_charge:R:1
As -0.29161 -3.36777 0.23602 1.30
As 2.66345 -5.31377 0.49409 1.30
Zn -0.25969 0.63546 -0.39779 0.52
S -3.08777 -0.26821 0.47100 0.94
S 0.53745 -0.27924 1.64011 0.71
O -1.92468 -6.79081 0.11364 0.13
O 0.10866 -1.79080 -2.16536 -0.16
O -2.09788 0.10563 -0.69570 -0.63
O 4.88838 -3.58242 0.26639 -0.13
O -2.15687 -5.57893 -1.71196 -0.01
O 1.07411 -7.46705 -2.06144 0.13
O 4.13973 -1.61242 -0.49863 0.12
O 2.32295 -1.68017 -2.48844 0.13
O 1.02793 -8.38742 -0.05856 -0.01
N -4.10826 3.87493 -4.12124 0.16
N 2.89170 0.41328 2.59394 0.09
N 2.61281 1.08408 0.46306 0.01
N -0.10086 1.32994 -2.41073 0.07
N 1.76194 1.17584 -0.57982 -0.04
C -0.17985 -5.26574 -0.30838 -0.33
C -1.50300 -4.76137 -2.68574 -0.05
C 2.09998 0.46552 1.50225 -0.82
C 1.40264 -2.00730 -1.79108 -0.50
C -2.95083 3.28943 0.60843 -0.19
C -0.07564 -1.61180 -3.57327 -0.04
C -2.95721 3.83256 -1.80837 -0.24
C 2.59844 -3.45511 -0.17045 -0.27
C 3.63404 1.74292 -2.05998 -0.01
C 3.76485 -5.99935 -0.98562 -0.26
C -0.62209 2.74805 1.44280 0.05
C -2.54994 1.04429 4.08348 -0.10
C -2.60585 0.34299 2.92538 -0.21
C -1.08698 1.37349 -3.29537 -0.13
C -0.87055 4.04282 -0.59677 -0.05
C -0.88067 1.72576 -4.62041 -0.04
C 3.93135 -2.75970 -0.22267 -0.50
C -1.43793 3.29213 0.52805 -0.24
C 1.15490 1.61017 -2.78712 -0.21
C -1.57881 4.31360 -1.69631 -0.04
C -3.02475 3.15660 5.39164 -0.06
C 6.19311 -3.01146 0.38577 -0.03
C -3.60338 3.87859 -3.08820 -0.20
C 1.44487 1.96221 -4.09911 0.01
C -4.61917 -0.05439 -0.45711 -0.22
C 0.96134 -5.94526 -0.27071 -0.34
C 1.44949 -2.88971 -0.57663 -0.29
C -3.07050 2.39408 4.09772 -0.31
C -3.58038 2.94470 2.98858 -0.04
C -3.63023 2.29418 1.62202 -0.24
C 1.01072 -7.32542 -0.86797 -0.56
C 0.41083 2.02438 -5.02148 -0.03
C -3.59527 3.33883 -0.73870 0.02
C 0.26214 -3.70978 2.09627 -0.32
C -3.08967 0.87960 1.70004 -0.46
C 0.80274 -8.20482 1.34665 -0.05
C -1.47403 -5.95101 -0.62240 -0.53
C 2.19707 1.51076 -1.73826 -0.26
H 2.46117 2.17699 -4.39245 0.11
H 0.61768 2.29930 -6.04709 0.12
H -2.06376 1.10812 -2.91155 0.11
H 6.24510 -2.39448 1.28269 0.10
H 4.80819 -5.78168 -0.78291 0.02
H -2.26470 -0.68694 2.91349 0.08
H -3.70714 2.71983 6.12390 0.08
H 4.00723 0.90506 -2.65385 0.10
H -2.17970 0.59432 4.99376 0.10
H 0.72876 -4.68414 2.22563 -0.02
H -4.85940 -1.00709 -0.92253 0.05
H -4.68510 2.27618 1.29472 0.12
H -0.64502 -3.67499 2.69998 0.03
H 0.17028 4.33751 -0.53118 0.12
H 1.67170 -7.74446 1.82042 0.07
H -0.09465 -7.61017 1.51411 0.08
H 0.44706 2.92314 1.37126 0.07
H -1.11017 -1.30911 -3.70282 0.10
H -1.71264 1.75929 -5.30878 0.11
H 6.42326 -2.39984 -0.48390 0.10
H 3.62517 -7.07883 -1.03417 0.03
H 0.10713 -2.56028 -4.08125 0.11
H -1.14734 4.84981 -2.53076 0.12
H -3.19720 4.27582 1.04218 0.16
H 6.88186 -3.84771 0.46407 0.09
H -1.43141 -3.72970 -2.33794 0.05
H 0.93161 -2.92024 2.42892 -0.02
H 2.59788 -0.10690 3.39867 0.08
H 3.83195 0.76206 2.52399 0.10
H -3.29552 4.20219 5.24964 0.07
H -2.02156 3.11270 5.81951 0.08
H 4.20377 1.78624 -1.13695 0.07
H -3.97801 3.95480 3.03546 0.11
H -0.97724 2.20095 2.30461 0.05
H -2.13126 -4.80617 -3.57156 0.10
H -5.41781 0.23734 0.22132 0.06
H -4.45731 0.69342 -1.22686 0.04
H 3.46187 -5.56360 -1.93595 0.05
H 0.60076 -0.85736 -3.97002 0.08
H 3.77276 2.66399 -2.62623 0.08
H -0.51260 -5.15663 -2.91851 0.10
H -4.63709 3.05420 -0.81208 0.13
H 0.65981 -9.20511 1.74464 0.10
```

Output
* LUMO energy: -0.9778 eV
* E_HOMO: -6.1 eV
* energy above the lowest of the compared OMol25 structures with the same formula, charge and spin: 0.9212 eV
* frontier orbital gap: 5.136 eV
* strongest force on any atom: 0.552 eV Å⁻¹

- What is the energy above the lowest of the compared OMol25 structures with the same formula, charge and spin in the second record?
  0.9212 eV

- Look up the strongest force on any atom of the second one.
  0.552 eV Å⁻¹

- Among the records above, which one has the highest strongest force on any atom?
  C38H43As2N5O9S2Zn